1.
10
Properties=species:S:1:pos:R:3 method="wB97M-V/def2-TZVPD" charge=0 orbital_gap_ev="5.822 / 5.837" total_energy_ev=-151830.9698 de_lowest_ev=2.580 largest_force_ev_per_a=4.36 e_lumo_ha="-0.122 / -0.122" mol_weight_g_mol=256.85
C 1.15 0.34 0.34
C 1.50 0.12 1.76
N 0.22 -0.42 -0.32
F 2.16 0.75 -0.47
F 2.55 0.73 2.27
F 0.43 0.19 2.59
Br 0.49 3.24 1.21
Br 2.37 -1.99 2.17
H -0.44 -1.03 0.26
H 0.04 -0.65 -1.28

=====

2.
7
Properties=species:S:1:pos:R:3 method="wB97M-V/def2-TZVPD" charge=0 orbital_gap_ev=7.967 total_energy_ev=-144234.4060 de_lowest_ev=3.473 largest_force_ev_per_a=5.49 e_lumo_ha=-0.059 mol_weight_g_mol=201.85
C -0.55 -1.62 -0.49
C 0.58 1.58 0.50
O -0.07 -2.68 -0.26
Br 2.28 2.31 0.82
Br -0.87 2.72 0.80
H -1.30 -1.21 0.07
H -0.06 -1.11 -1.44

=====

Q: Which value of charge does entry 1 give?
A: 0